Record 1
{
  "formula": "C33H36AuClN3S3Si",
  "method": "the ωB97M-V functional and the def2-TZVPD basis",
  "spin_multiplicity": 3,
  "e_lumo_ev": [-3.9, -4.3],
  "e_tot_ev": -95867.54212,
  "total_charge": 1,
  "orbital_gap_ha": [0.214, 0.232],
  "e_above_lowest_kcal_mol": 19.9,
  "species": ["Au", "S", "C", "N", "C", "C", "N", "C", "C", "C", "C", "C", "C", "C", "C", "S", "C", "C", "C", "C", "C", "C", "C", "H", "H", "H", "H", "H", "H", "H", "H", "H", "H", "H", "H", "H", "H", "H", "H", "H", "H", "C", "Si", "C", "C", "C", "C", "C", "C", "N", "C", "S", "H", "H", "H", "H", "H", "H", "H", "H", "H", "H", "H", "H", "Cl", "C", "C", "C", "C", "C", "C", "C", "H", "H", "H", "H", "H", "H"],
  "positions_angstrom": [[0.71771, -0.91150, 0.82962], [0.38575, 0.68616, -0.87890], [-0.70844, 1.83611, -0.35004], [-0.79775, 3.04399, -0.85172], [-1.79148, 4.02224, -0.36079], [-3.07614, 3.26782, -0.34275], [-2.91322, 2.12120, 0.54388], [-4.12443, 1.60821, 1.15308], [-4.99721, 0.84813, 0.15534], [-6.35576, 1.21012, 0.13057], [-7.22870, 0.54581, -0.73106], [-6.73225, -0.51058, -1.52761], [-5.38391, -0.82082, -1.47490], [-4.48767, -0.08400, -0.67411], [-1.76521, 1.46181, 0.67074], [-1.41742, 0.36585, 1.86240], [0.17806, 3.43254, -1.94266], [0.10188, 2.64768, -3.22058], [1.25481, 2.15766, -3.83633], [1.17784, 1.40740, -4.99659], [-0.09597, 1.12447, -5.62296], [-1.23547, 1.61959, -5.01214], [-1.10522, 2.36634, -3.83252], [-1.75924, 4.85782, -1.03464], [-1.48038, 4.32908, 0.64611], [-3.34222, 2.95607, -1.34879], [-3.92520, 3.89179, 0.03272], [-4.78663, 2.35888, 1.56910], [-3.81750, 0.97898, 2.00452], [-6.74663, 2.05437, 0.64727], [-8.30005, 0.83970, -0.83730], [-7.37659, -0.89148, -2.31480], [-4.98286, -1.53917, -2.17591], [-3.39483, -0.26278, -0.77720], [1.15322, 3.44978, -1.54849], [-0.06416, 4.51510, -2.06335], [2.28861, 2.41017, -3.46265], [2.07615, 0.99764, -5.45934], [-0.09134, 0.60026, -6.52171], [-2.19976, 1.40924, -5.43538], [-2.04070, 2.71062, -3.37266], [3.67338, -5.99444, -0.34796], [3.71557, -5.52157, 1.41279], [5.27839, -4.52138, 1.74680], [3.88278, -7.10140, 2.39355], [2.29391, -4.50165, 2.10282], [1.42407, -5.06292, 3.02567], [0.32551, -4.38611, 3.48899], [0.11342, -3.08009, 3.04500], [0.90758, -2.57783, 2.08228], [1.92011, -3.27574, 1.53917], [2.56947, -2.51661, 0.08244], [4.54024, -6.65590, -0.64327], [3.82477, -5.10539, -0.98022], [2.75629, -6.47536, -0.73680], [6.07291, -5.25297, 1.55568], [5.43024, -4.23458, 2.80642], [5.27675, -3.61203, 1.14828], [4.77224, -7.64974, 2.02059], [2.98036, -7.68857, 2.44963], [4.02244, -6.86485, 3.41137], [1.65774, -6.03380, 3.44851], [-0.33275, -4.89407, 4.19000], [-0.68820, -2.38813, 3.41710], [1.77214, 6.78709, 0.70625], [2.01333, 5.10370, 1.01447], [1.42986, 4.46902, 2.16602], [1.68281, 3.12179, 2.38652], [2.46150, 2.37833, 1.53539], [2.73873, 1.04051, 1.78631], [2.97765, 2.96254, 0.35768], [2.78942, 4.33481, 0.14333], [0.90056, 5.12498, 2.84058], [1.32159, 2.66440, 3.35459], [2.44879, 0.59833, 2.72022], [3.36455, 0.44112, 1.12783], [3.69570, 2.42428, -0.27888], [3.17644, 4.83198, -0.75659]],
  "lowdin_charge": [0.5153, 0.7634, -0.6335, -0.0561, -0.0754, -0.0947, -0.0906, -0.1212, -0.2245, -0.0357, -0.0605, -0.0742, -0.0645, -0.0414, -0.6976, 0.7357, -0.0933, -0.2753, -0.0743, -0.0487, -0.0425, -0.0651, -0.0471, 0.1312, 0.1452, 0.1319, 0.1608, 0.1223, 0.0866, 0.1015, 0.1221, 0.1082, 0.1049, 0.1253, 0.0694, 0.1448, 0.1363, 0.1076, 0.0831, 0.1033, 0.1078, -0.1928, 0.4713, -0.1740, -0.1783, -0.2297, -0.0696, -0.0523, -0.0990, -0.1565, -0.7351, 0.6108, 0.0637, 0.0133, 0.0469, 0.0352, 0.0455, 0.0106, 0.0572, 0.0277, 0.0141, 0.1053, 0.1149, 0.1204, 0.6830, -0.6737, -0.0808, -0.0577, -0.3718, 0.0266, -0.0411, -0.1256, 0.1011, 0.1424, 0.0590, 0.0521, 0.1310, 0.1152]
}


Record 2
{
  "formula": "C2H6ClN3",
  "method": "the ωB97M-V functional and the def2-TZVPD basis",
  "e_lumo_ev": 0.8,
  "e_tot_ev": -19159.25719,
  "orbital_gap_ha": 0.367,
  "e_above_lowest_kcal_mol": 102.8,
  "species": ["C", "C", "H", "H", "H", "H", "H", "H", "N", "N", "N", "Cl"],
  "positions_angstrom": [[-0.46599, -0.72400, -0.00222], [0.67878, -0.81125, 0.79113], [1.29070, 1.78989, -0.15115], [-0.34674, 2.43952, 0.50728], [-0.58065, 0.58016, -1.95503], [-2.37116, -1.40580, -0.74194], [0.88839, 0.11913, 1.20655], [0.58767, -1.68320, 1.45954], [0.26529, 1.48949, 0.27575], [-0.48583, 0.61447, -0.76778], [-1.44166, -1.62393, -0.16377], [1.98120, -0.78450, -0.45836]],
  "lowdin_charge": [-0.5531, -0.5292, 0.1163, 0.1400, 0.2022, 0.0947, 0.0056, 0.1098, -0.1294, -0.1417, 0.0913, 0.5935]
}


Record 3
{
  "formula": "C2H3NOS",
  "method": "the ωB97M-V functional and the def2-TZVPD basis",
  "e_lumo_ev": 0.8,
  "e_tot_ev": -16494.09951,
  "orbital_gap_ha": 0.347,
  "e_above_lowest_kcal_mol": 25.3,
  "species": ["C", "C", "H", "H", "H", "N", "O", "S"],
  "positions_angstrom": [[-0.10610, 0.10952, 1.03393], [0.25957, -0.29926, -1.21855], [-0.62395, -0.58859, 1.72615], [0.69004, 0.47119, 1.72249], [0.79210, -0.94757, -1.88801], [-0.44928, 0.71426, -1.49192], [0.55866, -0.69814, 0.07718], [-1.12104, 1.23859, 0.03872]],
  "lowdin_charge": [-0.4790, -0.3290, 0.0894, 0.0930, 0.1277, -0.2334, -0.1349, 0.8662]
}


Record 4
{
  "formula": "C26H42BBr2F3N6O3RbS",
  "method": "the ωB97M-V functional and the def2-TZVPD basis",
  "e_lumo_ev": 2.3,
  "e_tot_ev": -203139.09316,
  "total_charge": -1,
  "orbital_gap_ha": 0.300,
  "e_above_lowest_kcal_mol": 13.1,
  "species": ["Rb", "C", "C", "C", "C", "N", "N", "B", "N", "N", "C", "C", "C", "C", "C", "C", "C", "C", "N", "N", "C", "C", "C", "C", "C", "C", "C", "C", "C", "C", "C", "C", "H", "H", "H", "H", "H", "H", "H", "H", "H", "H", "H", "H", "H", "H", "H", "H", "H", "H", "H", "H", "H", "H", "H", "H", "H", "H", "H", "H", "H", "H", "H", "H", "H", "H", "H", "H", "H", "H", "H", "H", "Br", "C", "Br", "H", "H", "F", "C", "F", "F", "S", "O", "O", "O"],
  "positions_angstrom": [[-0.54548, -0.13912, 0.54808], [1.13520, 5.63642, 2.58681], [0.17240, 4.62761, 2.04360], [-1.20113, 4.72203, 1.99598], [-1.62455, 3.53672, 1.35994], [-0.57869, 2.77844, 1.06092], [0.52345, 3.45321, 1.47114], [1.97639, 3.00041, 1.15784], [2.15606, 2.69580, -0.34859], [1.55248, 1.66175, -0.98676], [1.95748, 1.70940, -2.24608], [2.83793, 2.79600, -2.44131], [2.93551, 3.39559, -1.20643], [3.73229, 4.60416, -0.82879], [1.50875, 0.71279, -3.28982], [0.60177, -0.34940, -2.67341], [2.74179, 0.02674, -3.89038], [0.74542, 1.45064, -4.39674], [2.48463, 1.83033, 2.04160], [2.06195, 0.54663, 1.91449], [2.81186, -0.18190, 2.73012], [3.73437, 0.63905, 3.41158], [3.49467, 1.90938, 2.93976], [4.20898, 3.17044, 3.31172], [2.67098, -1.68218, 2.86895], [1.83225, -2.26265, 1.73171], [4.06273, -2.32064, 2.83798], [1.98931, -2.00087, 4.20695], [-3.04802, 3.14546, 1.02489], [-3.08694, 2.06697, -0.05926], [-3.79987, 4.38294, 0.52098], [-3.74412, 2.61405, 2.28696], [0.57228, 6.48687, 2.96959], [1.82118, 5.99274, 1.81728], [1.73811, 5.22905, 3.39933], [-1.79935, 5.53918, 2.36759], [2.67696, 3.93768, 1.41444], [3.33531, 3.10383, -3.34864], [4.26310, 4.96815, -1.70832], [4.46505, 4.38022, -0.05161], [3.09254, 5.40626, -0.45582], [1.13027, -0.85174, -1.86147], [0.31892, -1.08662, -3.42531], [-0.30216, 0.11819, -2.27982], [3.30531, -0.49041, -3.11049], [3.40543, 0.75447, -4.36245], [2.44062, -0.70726, -4.64404], [-0.11969, 1.96984, -3.97886], [0.39372, 0.74440, -5.15502], [1.38244, 2.19207, -4.88423], [4.47531, 0.35486, 4.14278], [4.94672, 2.94431, 4.08122], [3.52474, 3.92436, 3.70194], [4.72626, 3.61006, 2.45743], [2.24617, -1.97379, 0.76217], [0.81284, -1.90180, 1.79675], [1.80581, -3.35204, 1.79492], [4.57230, -2.07466, 1.90354], [3.97894, -3.40903, 2.90961], [4.68442, -1.97107, 3.66516], [1.00180, -1.53729, 4.24577], [2.57772, -1.62024, 5.04530], [1.86726, -3.08114, 4.32950], [-2.47602, 2.35667, -0.91756], [-4.11364, 1.90396, -0.39393], [-2.72163, 1.12207, 0.32604], [-3.30592, 4.80204, -0.35841], [-3.84845, 5.16046, 1.28683], [-4.82330, 4.10998, 0.24878], [-3.21976, 1.73853, 2.67536], [-4.77546, 2.32508, 2.06264], [-3.75886, 3.37713, 3.06910], [0.76725, -4.04723, -1.73705], [-1.11142, -4.46313, -1.82319], [-2.10325, -3.10249, -2.76543], [-1.49694, -4.50941, -0.81355], [-1.22653, -5.39179, -2.36252], [-2.88207, -3.40604, 3.15729], [-2.98598, -2.23694, 2.51777], [-2.10948, -1.38892, 3.10190], [-4.21289, -1.75324, 2.73048], [-2.64379, -2.44446, 0.71263], [-1.19598, -2.60849, 0.69475], [-3.39158, -3.63366, 0.39447], [-3.08944, -1.19264, 0.13621]],
  "lowdin_charge": [0.9438, -0.0286, -0.2770, 0.0099, -0.2692, 0.0758, 0.0239, -0.4915, 0.0250, 0.1115, -0.2700, 0.0081, -0.2782, -0.0325, -0.5503, -0.1059, -0.0460, -0.0451, 0.0240, 0.0896, -0.2684, 0.0086, -0.2770, -0.0288, -0.5475, -0.0824, -0.0536, -0.0376, -0.5455, -0.0690, -0.0568, -0.0343, 0.0741, 0.0704, 0.0656, 0.0999, 0.0946, 0.1011, 0.0731, 0.0705, 0.0738, 0.0520, 0.0611, 0.0582, 0.0897, 0.0750, 0.0820, 0.0878, 0.0819, 0.0766, 0.1009, 0.0744, 0.0623, 0.0719, 0.0869, -0.0015, 0.0920, 0.0898, 0.0810, 0.0719, 0.0860, 0.0805, 0.0837, 0.0931, 0.0930, -0.0134, 0.0896, 0.0716, 0.0803, 0.0849, 0.0858, 0.0821, 0.6128, -1.0282, 0.6413, -0.0324, -0.0063, 0.1268, -0.6515, 0.0884, 0.1282, 0.3773, -0.5105, -0.3017, -0.4032]
}